[1]
Molecular formula: C3H5N3O
Method: DFT, ωB97M-V/def2-TZVPD

Geometry (Å):
H: 2.611 0.361 0.561
N: -1.953 -0.441 0.201
H: 0.411 2.197 0.887
O: 1.186 -2.073 0.119
C: 1.735 0.285 -0.065
N: 0.637 1.661 0.055
H: 0.398 2.128 -0.810
H: -2.368 -0.574 -0.717
C: 0.425 0.235 0.136
H: -2.438 -1.064 0.838
C: -0.563 -0.717 0.188
N: -0.059 -1.988 0.095

The energy relative to the best compared isomer or geometry (same formula, charge and spin) comes out at 6.821 eV. The value obtained for the lowest unoccupied orbital energy (spin up / spin down) is 0.3422 / 0.3423 eV. The total charge is 0. The SMILES is N/C(=N/[O-])C1=C[NH2+]1. Its HOMO energy (spin up / spin down) is -0.2977 / -0.2977 Eh. The gap between HOMO and LUMO (spin up / spin down) comes out at 8.443 / 8.443 eV.



[2]
Molecular formula: C3H5N3O
Method: DFT, ωB97M-V/def2-TZVPD

Geometry (Å):
H: -1.243 -1.657 0.881
N: -0.756 -1.195 0.111
O: -2.488 0.419 -0.158
H: 2.961 0.212 0.080
H: -0.914 -1.757 -0.728
C: 0.804 -1.168 0.287
C: 0.976 0.149 0.001
H: 2.242 1.698 0.271
H: -2.603 1.375 -0.278
C: -1.171 0.191 -0.102
N: 2.196 0.809 -0.212
N: -0.194 0.976 -0.198

The energy relative to the best compared isomer or geometry (same formula, charge and spin) comes out at 3.954 eV. The value obtained for the lowest unoccupied orbital energy is 0.2643 eV. The total charge is 0. Its HOMO energy is -0.2760 Eh. The gap between HOMO and LUMO comes out at 7.774 eV.



[3]
Molecular formula: C3H5N3O
Method: DFT, ωB97M-V/def2-TZVPD

Geometry (Å):
C: -0.562 -1.616 1.189
H: 1.229 2.336 -1.264
H: 2.076 -1.223 -0.017
N: -0.551 1.372 -0.710
H: -1.428 -0.035 0.371
C: 1.588 0.570 -0.020
O: 1.643 -0.584 -0.615
H: -1.023 2.158 -1.155
H: -2.456 -1.382 0.642
N: 0.406 -2.221 1.419
N: -1.643 -0.863 0.947
C: 0.720 1.488 -0.787

The energy relative to the best compared isomer or geometry (same formula, charge and spin) comes out at 4.242 eV. The value obtained for the lowest unoccupied orbital energy is 0.2155 eV. The total charge is 0. Its HOMO energy is -0.3348 Eh. The gap between HOMO and LUMO comes out at 9.325 eV.



[4]
Molecular formula: C3H5N3O
Method: DFT, ωB97M-V/def2-TZVPD

Geometry (Å):
N: -0.457 -0.823 -0.281
C: -0.919 1.515 -1.711
H: -0.804 -1.112 -1.236
N: -0.100 -1.732 0.597
H: 1.228 -1.591 2.280
H: -0.819 2.399 -2.442
C: 0.176 0.370 -0.021
H: -2.039 1.567 -1.301
N: 0.003 1.503 -0.571
C: 0.741 -1.163 1.399
H: -0.857 0.533 -2.484
O: 0.897 0.153 1.120

The energy relative to the best compared isomer or geometry (same formula, charge and spin) comes out at 2.819 eV. The value obtained for the lowest unoccupied orbital energy is 0.8367 eV. The total charge is 0. The SMILES is C/N=c1\[nH]nco1. Its HOMO energy is -0.3141 Eh. The gap between HOMO and LUMO comes out at 9.385 eV.



[5]
Molecular formula: C3H5N3O
Method: DFT, ωB97M-V/def2-TZVPD

Geometry (Å):
N: -0.444 -0.338 1.308
C: 0.209 -0.002 0.160
C: -1.643 -0.646 0.872
O: 2.154 0.493 -1.181
H: 1.437 0.729 -1.787
C: 1.623 0.484 0.120
H: -2.477 -1.022 1.454
H: -2.589 -0.423 -0.859
N: -0.507 -0.065 -0.948
H: 2.246 -0.172 0.735
N: -1.659 -0.522 -0.458
H: 1.650 1.484 0.583

The energy relative to the best compared isomer or geometry (same formula, charge and spin) comes out at 1.339 eV. The value obtained for the lowest unoccupied orbital energy is 0.7776 eV. The total charge is 0. The SMILES is OCc1nc[nH]n1. Its HOMO energy is -0.3686 Eh. The gap between HOMO and LUMO comes out at 10.806 eV.



[6]
Molecular formula: C3H5N3O
Method: DFT, ωB97M-V/def2-TZVPD

Geometry (Å):
N: 0.266 -1.729 -0.977
O: 1.194 2.457 0.187
N: -0.362 -0.510 -0.855
C: -0.432 0.967 1.194
C: 0.533 1.443 0.164
H: 1.114 0.662 -1.671
H: -0.422 -2.460 -1.094
N: 0.538 0.543 -0.853
H: -0.553 1.555 2.089
C: -1.043 -0.141 0.868
H: -1.786 -0.820 1.211
H: 0.952 -1.966 -0.263

The energy relative to the best compared isomer or geometry (same formula, charge and spin) comes out at 4.131 eV. The value obtained for the lowest unoccupied orbital energy is 0.6911 eV. The total charge is 0. Its HOMO energy is -0.3142 Eh. The gap between HOMO and LUMO comes out at 9.242 eV.



[7]
Molecular formula: C3H5N3O
Method: DFT, ωB97M-V/def2-TZVPD

Geometry (Å):
N: 1.117 0.241 -0.309
H: -2.299 -2.017 0.139
O: 2.612 0.547 -1.786
H: -0.088 1.867 0.233
H: 0.074 0.093 2.627
H: -2.265 -0.714 -0.906
C: 0.015 0.716 0.355
C: -1.091 -0.387 0.743
N: 1.747 1.080 -0.960
H: 2.524 -0.425 -1.806
N: -1.982 -1.063 -0.025
C: -0.365 0.063 1.695

The energy relative to the best compared isomer or geometry (same formula, charge and spin) comes out at 5.919 eV. The value obtained for the lowest unoccupied orbital energy is 0.8878 eV. The total charge is 0. The SMILES is NC1=C[C@H]1/N=N/O. Its HOMO energy is -0.3189 Eh. The gap between HOMO and LUMO comes out at 9.566 eV.



[8]
Molecular formula: C3H5N3O
Method: DFT, ωB97M-V/def2-TZVPD

Geometry (Å):
N: 1.916 0.045 -0.594
N: 0.197 0.272 0.698
H: -1.285 -0.729 -1.136
C: -1.514 -0.403 -0.122
H: -2.437 1.151 -0.533
H: 2.857 -0.118 -0.932
O: -2.551 0.399 0.076
H: -1.521 -1.206 0.607
C: 0.002 1.015 -0.504
H: 1.886 -0.976 1.283
C: 1.394 -0.319 0.572
N: 1.069 0.843 -1.302

The energy relative to the best compared isomer or geometry (same formula, charge and spin) comes out at 5.609 eV. The value obtained for the lowest unoccupied orbital energy is 0.0805 eV. The total charge is 0. Its HOMO energy is -0.3025 Eh. The gap between HOMO and LUMO comes out at 8.311 eV.



Please write out number 7 again, unchanged.
Molecular formula: C3H5N3O
Method: DFT, ωB97M-V/def2-TZVPD

Geometry (Å):
N: 1.117 0.241 -0.309
H: -2.299 -2.017 0.139
O: 2.612 0.547 -1.786
H: -0.088 1.867 0.233
H: 0.074 0.093 2.627
H: -2.265 -0.714 -0.906
C: 0.015 0.716 0.355
C: -1.091 -0.387 0.743
N: 1.747 1.080 -0.960
H: 2.524 -0.425 -1.806
N: -1.982 -1.063 -0.025
C: -0.365 0.063 1.695

The energy relative to the best compared isomer or geometry (same formula, charge and spin) comes out at 5.919 eV. The value obtained for the lowest unoccupied orbital energy is 0.8878 eV. The total charge is 0. The SMILES is NC1=C[C@H]1/N=N/O. Its HOMO energy is -0.3189 Eh. The gap between HOMO and LUMO comes out at 9.566 eV.